# 1
Computed, not measured: one molecule with the formula C16H19Cl2N3O5S in a non-equilibrium geometry, with wB97M-V/def2-TZVPD.

Values from the calculation:
LUMO level in eV: 0.60
Gap between HOMO and LUMO in eV: 9.88
Energy relative to the best compared isomer or geometry (same formula, charge and spin) in kJ/mol: 16.4
SMILES string: CC(C)(C)OC(=O)NCCc1nnc(S(=O)(=O)Cc2ccc(Cl)cc2Cl)o1
Multiplicity: 1
HOMO level in Eh: -0.341

CARTESIAN COORDINATES (ANGSTROEM)
1 C -1.67 -3.56 0.95
2 H -0.83 -4.25 1.04
3 H -2.53 -4.11 0.56
4 H -1.93 -3.17 1.93
5 C -1.31 -2.41 0.00
6 C -0.16 -1.59 0.58
7 H -0.49 -1.09 1.49
8 H 0.16 -0.84 -0.13
9 H 0.67 -2.25 0.80
10 C -0.96 -2.94 -1.39
11 H -0.74 -2.11 -2.05
12 H -0.10 -3.59 -1.32
13 H -1.80 -3.51 -1.80
14 O -2.53 -1.63 -0.06
15 C -2.58 -0.51 -0.78
16 O -1.67 0.00 -1.39
17 N -3.86 -0.02 -0.78
18 H -4.48 -0.40 -0.10
19 C -4.11 1.31 -1.28
20 H -5.15 1.38 -1.61
21 H -3.45 1.46 -2.14
22 C -3.83 2.40 -0.23
23 C -2.44 2.25 0.25
24 N -2.05 1.60 1.30
25 N -0.70 1.63 1.30
26 C -0.34 2.29 0.25
27 O -1.39 2.73 -0.45
28 S 1.36 2.70 -0.23
29 O 1.40 4.13 -0.30
30 O 1.67 1.94 -1.39
31 C 2.27 2.09 1.25
32 C 3.25 1.06 0.80
33 C 3.15 -0.27 1.18
34 C 4.04 -1.22 0.71
35 C 5.05 -0.82 -0.16
36 C 5.18 0.50 -0.56
37 C 4.27 1.43 -0.08
38 Cl 4.38 3.07 -0.57
39 H 5.96 0.80 -1.24
40 Cl 6.17 -1.99 -0.75
41 H 3.96 -2.25 1.01
42 H 2.35 -0.57 1.84
43 H 2.75 2.97 1.68
44 H 1.51 1.68 1.91
45 H -3.96 3.38 -0.68
46 H -4.50 2.29 0.63



# 2
Computed, not measured: one molecule with the formula C16H19ClFNO3, with wB97M-V/def2-TZVPD.

Values from the calculation:
LUMO level in eV: 0.59
Gap between HOMO and LUMO in eV: 9.69
Energy relative to the best compared isomer or geometry (same formula, charge and spin) in kJ/mol: 23.4
SMILES string: CCOC(=O)C1CCN(C(=O)Cc2c(F)cccc2Cl)CC1
Multiplicity: 1
HOMO level in Eh: -0.334

CARTESIAN COORDINATES (ANGSTROEM)
1 C -2.72 -2.98 -0.45
2 C -3.44 -1.92 0.36
3 H -3.60 -2.24 1.39
4 H -4.42 -1.69 -0.07
5 O -2.65 -0.73 0.36
6 C -3.19 0.35 0.92
7 O -4.28 0.35 1.42
8 C -2.30 1.58 0.86
9 C -2.14 2.09 -0.58
10 H -3.11 2.10 -1.08
11 H -1.77 3.11 -0.54
12 C -1.16 1.24 -1.38
13 N 0.12 1.18 -0.70
14 C 1.18 1.83 -1.22
15 O 1.09 2.49 -2.24
16 C 2.51 1.73 -0.47
17 C 2.99 0.33 -0.22
18 C 2.84 -0.68 -1.17
19 C 3.29 -1.97 -0.98
20 C 3.93 -2.29 0.21
21 C 4.11 -1.32 1.18
22 C 3.64 -0.03 0.96
23 Cl 3.89 1.14 2.21
24 H 4.61 -1.55 2.10
25 H 4.29 -3.29 0.37
26 H 3.14 -2.70 -1.75
27 F 2.21 -0.39 -2.32
28 H 3.24 2.24 -1.11
29 H 2.44 2.28 0.47
30 C 0.03 0.56 0.61
31 C -0.92 1.37 1.50
32 H -1.03 0.87 2.46
33 H -0.48 2.35 1.68
34 H 1.00 0.50 1.08
35 H -0.36 -0.45 0.48
36 H -0.98 1.68 -2.36
37 H -1.53 0.22 -1.49
38 H -2.84 2.34 1.44
39 H -2.57 -2.64 -1.47
40 H -3.31 -3.89 -0.46
41 H -1.75 -3.19 0.00



# 3
Computed, not measured: C16H19ClRh as an isolated structure in a non-equilibrium geometry, with wB97M-V/def2-TZVPD.

Values from the calculation:
LUMO level (alpha / beta) in eV: 3.19 / 2.00
Gap between HOMO and LUMO (alpha / beta) in eV: 4.75 / 5.99
Charge: -1
Multiplicity: 5
HOMO level (alpha / beta) in Eh: -0.057 / -0.147

CARTESIAN COORDINATES (ANGSTROEM)
1 C -2.33 -0.96 -1.54
2 C -1.82 -1.19 -2.86
3 C -1.34 0.04 -3.36
4 H -1.78 -2.15 -3.36
5 C -1.45 1.03 -2.33
6 C -2.19 0.44 -1.25
7 H -2.52 0.95 -0.36
8 H -2.69 -1.71 -0.85
9 H -0.94 0.23 -4.36
10 H -1.12 2.06 -2.36
11 Rh -0.25 -0.37 -1.28
12 Cl 0.31 -2.55 -0.53
13 C 1.91 -0.05 -1.39
14 C 1.45 1.21 -1.94
15 C 1.58 1.13 -3.36
16 H 1.16 2.06 -1.33
17 C 1.99 -0.20 -3.70
18 C 2.16 -0.94 -2.52
19 H 2.46 -1.98 -2.40
20 H 2.19 -0.19 -0.36
21 H 1.46 1.96 -4.07
22 H 2.17 -0.57 -4.71
23 C 1.23 -0.63 3.50
24 C -0.04 0.15 3.13
25 C -1.26 -0.62 3.63
26 C 0.00 1.52 3.81
27 C -0.12 0.33 1.69
28 C -0.19 0.32 0.47
29 H 1.28 -0.78 4.58
30 H 2.12 -0.07 3.18
31 H 1.23 -1.60 3.00
32 H -1.22 -0.74 4.72
33 H -2.19 -0.10 3.37
34 H -1.29 -1.62 3.18
35 H 0.88 2.09 3.51
36 H -0.89 2.12 3.56
37 H 0.03 1.38 4.90



# 4
Computed, not measured: a 2-piece molecular cluster, C16H19F4NO5S overall in a non-equilibrium geometry, with wB97M-V/def2-TZVPD.

Values from the calculation:
LUMO level in eV: -2.82
Gap between HOMO and LUMO in eV: 4.36
SMILES string: C=CCC1=C([C@@H](F)CC)C(=O)C(S(=O)(=O)C(F)(F)F)=CC1=O.CN(C)C=O
Multiplicity: 1
HOMO level in Eh: -0.264

CARTESIAN COORDINATES (ANGSTROEM)
1 C -0.06 2.78 -1.06
2 C -0.21 2.20 -2.42
3 C -0.80 0.68 -2.69
4 C 0.35 -0.37 -2.18
5 C 0.27 -1.24 -0.97
6 C -1.14 -1.21 -0.06
7 F -1.39 0.17 0.43
8 C -2.43 -1.84 -0.90
9 C -2.86 -3.32 -0.32
10 C 1.53 -2.24 -0.52
11 O 1.31 -2.98 0.61
12 C 2.93 -2.25 -1.38
13 S 4.49 -3.19 -0.97
14 O 5.00 -3.90 -2.26
15 O 5.59 -2.12 -0.62
16 C 4.33 -4.42 0.44
17 F 4.46 -3.77 1.79
18 F 5.54 -5.33 0.34
19 F 3.15 -5.33 0.34
20 C 2.98 -1.37 -2.61
21 C 1.73 -0.44 -3.12
22 O 1.84 0.21 -4.30
23 H 0.91 2.64 -0.41
24 H -0.96 3.36 -0.57
25 H 0.14 2.88 -3.34
26 H -0.91 0.57 -3.86
27 H -1.85 0.57 -2.17
28 H -1.04 -1.90 0.91
29 H -2.14 -1.95 -2.05
30 H -3.36 -1.09 -0.90
31 H -3.06 -3.25 0.85
32 H -3.78 -3.76 -0.89
33 H -1.95 -4.05 -0.52
34 H 3.98 -1.34 -3.25
35 C -2.15 3.61 1.75
36 O -1.77 4.31 0.82
37 N -1.91 3.85 3.08
38 C -2.41 2.97 4.12
39 C -1.14 5.01 3.46
40 H -2.75 2.70 1.57
41 H -3.06 3.54 4.79
42 H -1.56 2.58 4.69
43 H -2.97 2.13 3.70
44 H -1.65 5.91 3.10
45 H -0.15 4.95 3.00
46 H -1.04 5.07 4.55



# 5
Computed, not measured: an isolated ion of composition C16H19N2 and charge +1 in a non-equilibrium geometry, with wB97M-V/def2-TZVPD.

Values from the calculation:
LUMO level in eV: -3.28
Gap between HOMO and LUMO in eV: 8.77
Energy relative to the best compared isomer or geometry (same formula, charge and spin) in kJ/mol: 20.6
SMILES string: c1ccc(Cn2ccc(=[N+]3CCCC3)cc2)cc1
Charge: +1
Multiplicity: 1
HOMO level in Eh: -0.443

CARTESIAN COORDINATES (ANGSTROEM)
1 C -0.56 1.46 -0.20
2 C -1.70 -0.65 0.55
3 C 0.13 1.45 0.98
4 C -0.92 -0.63 1.70
5 C -1.51 0.37 -0.52
6 C 4.72 -1.19 1.63
7 C 3.69 -2.07 1.86
8 C 4.58 0.17 1.74
9 C 2.44 -1.61 2.21
10 C 3.32 0.65 2.11
11 C 2.27 -0.24 2.42
12 N 0.02 0.41 1.95
13 N -2.12 0.31 -1.67
14 C 1.01 0.29 2.96
15 C -1.97 1.36 -2.68
16 C -3.10 -0.71 -2.03
17 C -2.49 0.73 -3.93
18 C -3.55 -0.29 -3.44
19 H -0.33 2.19 -0.93
20 H -2.36 -1.47 0.37
21 H 0.89 2.21 1.12
22 H -1.03 -1.42 2.44
23 H 5.63 -1.70 1.33
24 H 3.86 -3.13 1.74
25 H 5.41 0.85 1.53
26 H 1.60 -2.26 2.42
27 H 3.22 1.74 2.26
28 H 1.21 1.28 3.38
29 H 0.63 -0.33 3.78
30 H -0.93 1.72 -2.80
31 H -2.59 2.21 -2.39
32 H -3.97 -0.71 -1.31
33 H -2.65 -1.70 -2.09
34 H -1.66 0.23 -4.42
35 H -2.96 1.48 -4.57
36 H -4.53 0.16 -3.38
37 H -3.68 -1.16 -4.12



# 6
Computed, not measured: one molecule with the formula C16H19N3O, with wB97M-V/def2-TZVPD.

Values from the calculation:
LUMO level in eV: 0.66
Gap between HOMO and LUMO in eV: 8.48
Energy relative to the best compared isomer or geometry (same formula, charge and spin) in kJ/mol: 97.7
SMILES string: Cc1cc(C)n(C[C@@H](O)Cn2ccc3ccccc32)n1
Multiplicity: 1
HOMO level in Eh: -0.287

CARTESIAN COORDINATES (ANGSTROEM)
1 C -4.42 -1.90 -1.79
2 C -3.67 -1.03 -0.85
3 N -2.67 -1.49 -0.13
4 N -2.20 -0.47 0.60
5 C -2.90 0.67 0.35
6 C -3.86 0.34 -0.58
7 H -4.60 0.98 -1.01
8 C -2.62 1.96 1.02
9 H -3.34 2.70 0.69
10 H -2.68 1.87 2.10
11 H -1.62 2.33 0.76
12 C -1.09 -0.67 1.48
13 H -0.72 0.30 1.83
14 H -1.40 -1.27 2.34
15 C 0.04 -1.43 0.75
16 O -0.33 -2.76 0.52
17 H -1.23 -2.74 0.13
18 H 0.91 -1.48 1.42
19 C 0.45 -0.70 -0.56
20 N 1.86 -0.50 -0.65
21 C 2.55 0.56 -0.13
22 C 2.10 1.71 0.51
23 C 3.04 2.63 0.92
24 C 4.41 2.42 0.71
25 C 4.86 1.29 0.08
26 C 3.93 0.34 -0.35
27 C 4.04 -0.92 -1.00
28 C 2.77 -1.39 -1.16
29 H 2.43 -2.30 -1.60
30 H 4.94 -1.40 -1.32
31 H 5.92 1.13 -0.08
32 H 5.11 3.17 1.05
33 H 2.72 3.54 1.42
34 H 1.05 1.89 0.68
35 H -0.05 0.26 -0.64
36 H 0.13 -1.32 -1.41
37 H -5.48 -1.92 -1.52
38 H -4.03 -2.91 -1.76
39 H -4.34 -1.51 -2.81